Formula: C7H18BrLiO3
Source: the OMol25 dataset
Level of theory: wB97M-V/def2-TZVPD

Computed properties:
Max |F| in eV/Å: 2.61
Frontier orbital gap in eV: 5.24
E_tot in eV: -83941.428

```
! wB97M-V def2-TZVPD RIJCOSX def2/J DEFGRID3
* xyz -2 1
Br -2.971 0.259 -2.294
O 0.468 2.071 -1.592
O -0.902 0.264 0.778
O 0.741 -1.016 -2.386
C -0.287 -0.400 3.015
C 0.109 3.360 -1.269
C -1.357 -0.441 1.921
C 2.153 -3.025 -2.302
C 0.718 3.798 0.052
C 1.256 -2.009 -1.601
C -1.771 -1.803 1.417
Li -0.569 0.213 -1.327
H -0.735 1.200 0.943
H -0.910 -2.415 1.134
H 0.194 4.109 -2.080
H 1.797 -1.618 -0.708
H 0.452 3.091 0.843
H 3.165 -2.642 -2.474
H 0.344 4.791 0.353
H -2.365 -2.361 2.142
H 1.663 -3.353 -3.225
H -0.182 0.641 3.327
H -0.607 -1.001 3.870
H -2.227 0.099 2.323
H -0.994 3.379 -1.082
H 2.261 -3.956 -1.722
H 0.414 -2.625 -1.188
H 0.662 -0.747 2.606
H -2.337 -1.637 0.497
H 1.816 3.776 0.029
*
```

---

Formula: C32H92Cu2N4O16P
Source: the OMol25 dataset
Level of theory: wB97M-V/def2-TZVPD

Computed properties:
Max |F| in eV/Å: 4.38
Frontier orbital gap in eV: 7.31
E_tot in eV: -171966.441

```
! wB97M-V def2-TZVPD RIJCOSX def2/J DEFGRID3
* xyz -1 1
Cu -0.194 0.157 0.482
Cu 3.640 0.083 2.075
P 2.419 0.970 -0.209
O 2.895 -1.488 -2.828
O 4.574 -0.145 4.213
O -0.751 1.061 -1.723
O -1.294 -3.495 -1.739
O 1.962 -0.299 0.568
O -3.773 -2.072 2.937
O -7.347 -0.432 -0.011
O 2.037 2.052 2.997
O 1.286 1.884 -0.690
O -3.261 2.498 4.596
O 4.968 -1.026 0.153
O -0.049 3.955 -0.072
O 3.402 0.580 -1.336
O 2.117 -2.841 1.254
O 1.128 4.020 -6.150
O 3.312 1.845 0.742
N -0.555 2.003 2.131
N -1.057 -7.215 -2.075
N 2.524 2.637 -3.079
N -0.799 -2.174 0.722
C -4.817 -1.113 3.095
C -1.707 2.609 2.780
C 1.220 3.927 -4.738
C 1.515 -1.604 -3.015
C 1.218 1.389 -4.841
C -6.832 0.701 -0.692
C 0.310 4.906 -1.006
C 2.593 3.111 3.722
C -2.047 -2.364 -2.311
C -3.015 -1.795 1.732
C 2.237 -3.522 0.090
C -1.800 -4.820 -2.036
C -0.942 5.839 -1.166
C 2.024 2.604 -4.465
C 2.414 -4.984 0.436
C -2.066 1.875 4.056
C 0.644 5.260 -6.619
C 5.673 -1.998 -0.603
C -2.971 1.207 -2.620
C -3.500 1.912 5.896
C -1.657 -2.516 1.852
C -0.646 -5.839 -1.774
C 0.465 -5.460 -2.701
C 1.283 -2.419 -4.255
C 3.849 -0.580 5.353
C 6.637 -2.734 0.378
C -5.819 1.438 0.193
C 2.424 -0.959 4.902
C -2.851 2.447 1.761
C 1.890 3.255 5.098
C -0.887 -2.047 3.085
C -1.682 2.003 -2.288
H -1.615 -7.533 -1.296
H 1.626 4.828 -4.278
H 2.924 2.638 -5.078
H 0.539 4.296 -1.880
H -5.443 2.400 -0.154
H -7.690 1.336 -0.908
H -0.232 -5.769 -0.769
H 4.215 -1.453 5.894
H 1.537 -1.835 -5.139
H -3.754 2.979 2.061
H -2.677 0.316 -3.174
H 2.438 2.061 2.124
H -5.552 -1.604 3.734
H -1.921 2.731 -1.513
H -1.578 3.680 2.937
H 0.233 -2.682 -4.384
H -4.412 2.197 6.421
H 6.291 -1.473 -1.331
H 3.024 -3.070 -0.515
H 0.328 1.997 2.620
H -0.979 -2.710 -0.115
H -2.581 2.842 0.782
H 1.779 2.514 -2.409
H 3.033 -0.792 -2.181
H -3.670 1.849 -3.156
H 3.639 2.877 3.921
H -3.675 0.852 5.714
H 0.250 3.880 -4.244
H -2.633 1.965 6.554
H -2.007 -2.350 -3.401
H 2.339 -1.860 4.295
H -1.588 -1.423 -2.007
H 2.053 -1.934 0.947
H 0.816 3.432 5.039
H 0.335 1.333 -4.203
H -3.198 1.448 1.499
H 0.908 -4.510 -2.400
H 5.121 -2.655 -1.276
H 6.084 -3.089 1.248
H -5.458 -0.844 2.255
H 2.406 -5.620 -0.450
H -4.418 -0.210 3.556
H 7.066 -3.634 -0.063
H 7.440 -2.071 0.700
H 0.081 1.478 -1.488
H -3.513 0.867 -1.738
H 0.772 5.352 -7.698
H 5.442 -0.045 4.612
H 1.072 5.630 -0.716
H -1.832 5.221 -1.043
H -2.892 -0.721 1.594
H 2.922 1.725 -2.902
H 2.341 4.062 5.676
H 0.131 -5.349 -3.733
H -6.378 0.413 -1.640
H -3.574 -2.084 0.842
H -4.932 0.808 0.259
H -1.274 2.461 -3.189
H 4.400 -0.518 -0.431
H -7.870 -0.915 -0.654
H 2.052 2.419 5.778
H 0.969 6.157 -6.092
H -0.924 6.295 -2.156
H -2.164 -4.901 -3.061
H 0.195 -2.322 0.827
H -6.033 1.619 1.246
H 1.579 -5.311 1.054
H 3.767 0.213 6.096
H 1.831 -1.233 5.775
H 1.745 0.438 -4.907
H -0.342 2.516 1.287
H -3.049 -2.272 -1.893
H -0.286 -7.867 -2.089
H -0.952 6.580 -0.366
H 1.277 -6.183 -2.769
H -0.668 -0.979 3.065
H 3.402 -5.134 0.871
H 1.783 -0.144 4.568
H 0.991 -2.073 -2.183
H 2.531 3.963 3.045
H -1.265 2.077 4.768
H 1.770 -3.393 -4.262
H 1.355 -3.368 -0.532
H -2.267 0.810 3.942
H -2.612 -5.091 -1.361
H 0.109 -2.489 3.135
H -1.751 -3.602 1.832
H -1.513 -2.150 3.972
H -0.423 5.187 -6.409
H 0.724 1.632 -5.781
H 0.553 3.235 -0.278
H 1.033 -0.631 -3.113
*
```

---

Formula: C19H44N5O14PS
Source: the OMol25 dataset
Level of theory: wB97M-V/def2-TZVPD

Computed properties:
Max |F| in eV/Å: 7.76
Frontier orbital gap in eV: 8.94
E_tot in eV: -76649.480
SMILES: O=P(O)(O)C[C@H]1OS(=O)(=O)O[C@H]1COO.CN(C)C=O.CN(C)C=O.CN(C)C=O.CN(C)C=O.CN(C)C=O

```
! wB97M-V def2-TZVPD RIJCOSX def2/J DEFGRID3
* xyz 0 1
S -1.554 -0.540 -3.648
P -0.283 -0.861 0.627
O 6.222 3.378 1.329
O -1.388 -0.718 -5.176
O -8.738 -3.660 3.170
O 0.971 3.163 -3.740
O -2.762 -0.600 2.809
O 1.476 4.244 -3.161
O -1.922 -0.739 0.047
O -0.534 -1.435 -2.581
O 3.037 -0.683 -4.578
O -2.967 -0.953 -3.168
O 0.029 -2.425 1.410
O 0.242 5.094 -0.562
O -0.159 0.214 1.822
O -0.969 1.010 -3.137
N 7.215 5.433 1.718
N -4.743 -1.784 2.988
N -8.362 -5.915 2.813
N 3.544 -2.882 -5.092
N 1.841 4.901 1.100
C 7.847 6.325 2.667
C -8.541 -4.607 2.419
C -4.191 -2.974 2.374
C 3.542 -3.300 -3.706
C 0.933 5.586 0.321
C 0.505 0.735 -3.176
C 2.622 5.558 2.127
C -8.133 -6.981 1.860
C -6.126 -1.795 3.416
C 3.280 -1.563 -5.393
C 6.764 4.181 2.079
C 1.485 2.024 -2.909
C 0.620 -0.596 -2.221
C -3.936 -0.678 3.147
C 7.052 5.871 0.348
C 1.065 -0.423 -0.653
C 2.021 3.481 0.885
C -8.402 -6.236 4.225
C 3.823 -3.864 -6.119
H -8.930 -7.723 1.962
H 3.766 -4.367 -3.624
H -8.492 -4.474 1.326
H 0.074 -3.117 0.680
H -4.455 0.171 3.623
H 1.383 0.699 -0.437
H 4.293 -2.722 -3.159
H 3.792 -3.413 -7.115
H 8.858 6.554 2.318
H -7.622 -5.669 4.741
H 4.818 -4.284 -5.945
H -9.376 -5.943 4.629
H -8.127 -6.600 0.836
H 3.684 5.436 1.896
H 5.987 5.863 0.096
H -2.379 -0.014 0.600
H 6.937 3.949 3.142
H 2.558 -3.096 -3.274
H -4.944 -3.764 2.316
H 3.074 -4.659 -6.061
H 7.575 5.173 -0.313
H 3.307 -1.353 -6.475
H 2.400 5.092 3.092
H 0.774 0.461 -4.303
H 2.630 1.793 -3.150
H 1.065 2.973 1.042
H -6.260 -2.588 4.157
H 2.343 3.315 -0.148
H 2.770 3.078 1.572
H 0.958 4.458 -2.328
H -6.409 -0.837 3.860
H -3.840 -2.725 1.368
H 2.008 -1.103 -0.431
H 7.455 6.878 0.214
H -7.167 -7.447 2.076
H -8.245 -7.306 4.383
H 2.386 6.624 2.181
H 0.874 6.659 0.567
H 1.457 2.404 -1.794
H 7.904 5.869 3.659
H -6.763 -1.992 2.548
H 7.262 7.247 2.729
H -3.340 -3.319 2.969
H 1.538 -1.167 -2.706
*
```

---

Formula: C21H22As2CoN4O7S
Source: the OMol25 dataset
Level of theory: wB97M-V/def2-TZVPD

Computed properties:
Max |F| in eV/Å: 0.59
Frontier orbital gap (spin up / spin down) in eV: 6.20 / 7.22
E_tot in eV: -212568.380

```
! wB97M-V def2-TZVPD RIJCOSX def2/J DEFGRID3
* xyz -1 1
As 1.921 -2.006 -2.970
As -2.205 -0.895 -1.676
Co -1.151 0.871 0.352
S -3.787 0.128 1.336
O -0.374 2.156 -0.765
O -0.769 -0.565 -0.802
O -2.323 -0.178 1.513
O -2.992 -2.255 -0.953
O -4.518 -1.062 0.951
O -1.996 -1.107 -3.272
O -4.334 0.866 2.441
N 3.661 3.320 -2.856
N 0.005 5.541 -1.449
N -3.712 6.577 3.554
N 1.524 1.018 -1.283
C 0.148 1.208 1.805
C -1.675 2.236 3.169
C -3.148 1.656 -2.371
C 2.610 3.370 -2.380
C 0.609 4.567 -1.587
C 1.266 -0.708 -4.284
C -0.399 3.636 1.671
C -3.193 0.760 -1.304
C 1.342 3.367 -1.755
C 3.436 -2.670 -4.037
C -2.212 4.562 2.932
C -1.177 4.722 2.008
C -4.187 2.509 0.060
C -3.593 2.960 -2.223
C 0.677 -3.452 -3.409
C -3.044 5.683 3.278
C -2.455 3.320 3.517
C -0.634 2.367 2.236
C -3.729 1.206 -0.085
C -4.106 3.389 -1.008
C 0.803 2.160 -1.270
H -3.273 3.200 4.213
H 4.235 -1.929 -4.043
H -2.730 1.315 -3.311
H 2.379 1.000 -1.815
H 0.715 -3.663 -4.479
H 0.940 -4.351 -2.851
H -3.580 -1.977 -0.218
H 0.111 0.327 2.438
H 0.395 3.763 0.952
H -1.000 5.682 1.542
H 1.094 -1.198 -5.244
H 3.124 -2.871 -5.063
H -1.893 1.264 3.587
H -4.587 2.815 1.017
H 1.118 1.413 1.365
H 0.988 0.153 -1.246
H 0.323 -0.296 -3.930
H -4.434 4.413 -0.887
H -0.333 -3.141 -3.149
H 3.820 -3.588 -3.592
H -3.517 3.650 -3.052
H 2.000 0.089 -4.411
*
```

---

Formula: C2HO2P2
Source: the OMol25 dataset
Level of theory: wB97M-V/def2-TZVPD

Computed properties:
Max |F| in eV/Å: 3.87
Frontier orbital gap (spin up / spin down) in eV: 6.10 / 6.14
E_tot in eV: -24761.688

```
! wB97M-V def2-TZVPD RIJCOSX def2/J DEFGRID3
* xyz -1 1
P -0.435 1.659 -1.133
P -0.295 1.677 0.909
O 1.792 -0.229 0.016
O 0.585 -2.106 0.343
C -0.816 0.205 -0.194
C 0.918 -0.999 0.055
H -1.750 -0.206 0.005
*
```

---

Formula: C28H84N6O14
Source: the OMol25 dataset
Level of theory: wB97M-V/def2-TZVPD

Computed properties:
Max |F| in eV/Å: 2.00
Frontier orbital gap in eV: 9.04
E_tot in eV: -68005.480

```
! wB97M-V def2-TZVPD RIJCOSX def2/J DEFGRID3
* xyz 0 1
O 3.073 -4.228 -1.154
O 7.194 1.826 -0.979
O 3.036 -3.175 4.651
O -2.536 0.498 -6.768
O -5.805 1.759 -1.775
O -5.461 -3.347 -4.843
O 0.718 -3.462 3.226
O -0.296 3.869 1.733
O -2.215 -3.466 3.355
O 0.824 1.342 -1.250
O -1.918 1.672 2.480
O -0.009 5.654 -2.866
O -0.770 0.563 4.797
O 1.221 0.547 -3.850
N -0.332 0.339 -6.159
N 1.504 3.995 -2.363
N -1.920 1.128 -4.679
N -0.588 3.980 -1.405
N 3.441 1.025 -3.754
N 2.722 -1.083 -4.450
C 1.026 -0.395 0.361
C -2.299 -2.466 1.181
C 5.691 0.049 -0.742
C -4.920 1.637 -0.665
C -5.741 1.888 0.585
C 4.870 2.452 -0.851
C 2.405 0.172 -4.026
C -3.079 2.329 2.979
C 3.933 -1.560 3.069
C 4.117 -2.897 3.761
C 0.041 -0.479 4.221
C 0.290 4.628 -2.239
C -3.890 -1.691 -4.160
C -5.317 -2.200 -3.988
C -4.323 -2.508 2.635
C -3.847 2.718 -0.844
C 1.834 3.047 2.435
C -1.076 -0.116 -1.050
C 4.038 -3.274 -0.682
C 0.053 0.571 -0.287
C 0.746 4.098 2.652
C 5.393 -3.034 4.557
C -1.646 0.662 -5.941
C -5.625 -2.634 -2.576
C -3.077 -3.282 2.191
C 0.252 4.149 4.100
C 0.878 -4.301 2.097
C 5.867 1.428 -1.372
H -1.513 4.352 -1.532
H -5.368 -1.910 -1.812
H -4.300 3.713 -0.896
H 1.798 0.139 0.917
H -1.196 1.237 -3.993
H 5.029 2.723 0.192
H -0.637 0.572 5.746
H -0.404 3.016 -1.172
H 1.521 -0.984 -0.413
H 5.559 -2.333 5.373
H 3.371 -5.105 -0.902
H -4.980 -3.499 -2.356
H 4.706 -1.436 2.309
H 4.976 3.398 -1.399
H -3.298 2.527 -1.774
H 1.769 -4.924 2.163
H 3.839 2.120 -0.995
H 4.664 -3.017 -1.549
H -0.473 3.348 4.251
H 6.029 -0.023 0.291
H -5.166 1.746 1.497
H -0.136 -0.195 -6.983
H 2.652 3.066 3.159
H -1.370 -2.940 0.856
H -6.652 -2.985 -2.492
H 1.600 3.100 -1.906
H -6.556 1.157 0.611
H 4.107 -3.713 3.019
H 4.370 0.664 -3.872
H -4.132 -1.610 3.222
H 1.202 5.061 2.408
H 4.622 -0.174 -0.702
H 0.838 0.872 -2.111
H -2.811 -3.734 4.065
H -3.182 -2.447 -3.806
H -0.676 2.981 1.847
H -0.395 1.311 0.377
H -0.220 5.112 4.292
H 0.024 -4.974 1.971
H 5.441 -4.056 4.942
H -1.971 -0.298 -0.448
H 7.290 2.779 -1.081
H -0.778 -1.111 -1.392
H -5.292 -3.085 -5.752
H 6.309 -0.655 -1.299
H -6.225 2.863 0.566
H -6.024 -1.399 -4.253
H 1.410 2.035 2.419
H 0.288 -0.179 3.202
H 2.107 4.335 -3.083
H -3.345 -4.282 1.834
H 0.523 -1.081 1.053
H -0.495 -1.426 4.163
H -3.418 3.058 2.251
H -4.974 -3.203 3.172
H -1.483 0.463 -1.882
H -1.450 1.268 3.232
H 5.838 1.348 -2.466
H 3.991 -0.716 3.765
H 3.285 2.015 -3.744
H 3.532 -2.377 -0.336
H -3.699 -0.810 -3.528
H 2.931 -1.431 2.650
H 2.203 -3.191 4.135
H 0.947 -0.590 4.816
H 2.300 3.136 1.448
H -2.872 2.847 3.922
H -3.584 -1.365 -5.156
H 3.630 -1.338 -4.787
H -4.850 -2.132 1.752
H 6.294 -3.001 3.931
H -5.346 2.150 -2.522
H -3.836 1.575 3.220
H 1.066 4.007 4.812
H -4.353 0.698 -0.643
H -0.230 -3.308 3.335
H 4.749 -3.690 0.033
H -2.856 1.376 -4.434
H 0.945 -3.719 1.172
H -2.038 -1.502 1.629
H -3.109 2.809 -0.041
H 1.980 -1.714 -4.697
H 0.391 0.537 -5.462
H -2.909 -2.276 0.298
*
```

---

- Which of these has the lowest max |F|?
  C21H22As2CoN4O7S